{
  "formula": "C29H33MgN9O2P2S",
  "method": "ωB97M-V/def2-TZVPD",
  "species": ["Mg", "N", "N", "C", "N", "N", "N", "O", "O", "H", "H", "H", "H", "H", "C", "C", "N", "N", "C", "S", "N", "N", "H", "H", "H", "H", "H", "H", "C", "P", "C", "C", "C", "C", "C", "C", "C", "C", "C", "C", "C", "C", "P", "C", "C", "C", "C", "C", "C", "C", "C", "C", "C", "C", "C", "H", "H", "H", "H", "H", "H", "H", "H", "H", "H", "H", "H", "H", "H", "H", "H", "H", "H", "H", "H", "H", "H"],
  "positions_angstrom": [[-0.642, 0.031, -2.378], [1.797, -0.090, -4.394], [2.035, 1.273, -4.592], [1.181, 2.183, -4.102], [1.403, 3.465, -4.315], [0.134, 1.658, -3.437], [-0.776, 2.404, -2.804], [-0.682, 3.607, -2.640], [-1.726, 1.731, -2.356], [2.675, -0.553, -4.198], [1.383, -0.501, -5.224], [2.767, 1.573, -5.218], [2.195, 3.781, -4.851], [0.773, 4.141, -3.913], [-1.545, -5.297, -1.434], [-2.036, -4.317, -2.428], [-2.984, -4.513, -3.278], [-3.079, -3.363, -4.000], [-2.203, -2.436, -3.618], [-1.941, -0.908, -4.251], [-1.527, -3.030, -2.602], [-0.514, -2.369, -1.913], [-2.155, -6.193, -1.514], [-1.620, -4.912, -0.416], [-0.507, -5.567, -1.636], [-3.771, -3.274, -4.727], [0.389, -2.740, -2.195], [-0.620, -2.517, -0.914], [-0.774, -0.180, 1.785], [-1.002, 0.455, 0.076], [0.201, 1.829, 0.065], [1.402, 1.593, -0.608], [2.409, 2.545, -0.630], [2.230, 3.747, 0.038], [1.059, 3.978, 0.745], [0.054, 3.024, 0.766], [-2.756, 0.938, 0.151], [-3.616, -0.009, -0.412], [-4.989, 0.138, -0.320], [-5.521, 1.245, 0.326], [-4.674, 2.194, 0.878], [-3.298, 2.042, 0.801], [0.588, -1.451, 1.962], [0.637, -1.589, 3.794], [1.815, -2.085, 4.356], [1.935, -2.223, 5.728], [0.876, -1.879, 6.557], [-0.304, -1.409, 6.005], [-0.430, -1.271, 4.629], [2.117, -0.452, 1.737], [3.098, -0.971, 0.895], [4.343, -0.362, 0.796], [4.611, 0.778, 1.538], [3.634, 1.307, 2.374], [2.398, 0.691, 2.482], [-1.700, -0.697, 2.042], [-0.647, 0.678, 2.449], [1.584, 0.619, -1.061], [3.339, 2.332, -1.142], [3.013, 4.494, 0.027], [0.930, 4.899, 1.296], [-0.846, 3.220, 1.330], [-3.196, -0.879, -0.910], [-5.650, -0.609, -0.741], [-6.593, 1.361, 0.409], [-5.086, 3.058, 1.383], [-2.667, 2.792, 1.253], [2.646, -2.353, 3.714], [2.857, -2.599, 6.151], [0.969, -1.985, 7.629], [-1.136, -1.147, 6.646], [-1.369, -0.913, 4.226], [2.891, -1.881, 0.341], [5.109, -0.794, 0.165], [5.588, 1.240, 1.487], [3.850, 2.187, 2.966], [1.665, 1.086, 3.176]],
  "e_tot_ha": -3048.65085,
  "e_homo_ev": -12.7,
  "max_force_ha_per_bohr": 0.0485,
  "homo_lumo_gap_ev": 6.7539,
  "total_charge": 2
}